No. 1
{"formula": "C43H51N4O", "method": "ωB97M-V/def2-TZVPD", "de_lowest_ev": 0.549, "gap_ev": 6.3, "lumo_ev": -4.0, "homo_ha": -0.3798, "total_charge": 1, "elements": ["C", "H", "H", "C", "H", "C", "H", "H", "H", "C", "C", "C", "C", "H", "C", "C", "H", "C", "C", "C", "C", "H", "C", "H", "C", "H", "C", "C", "H", "C", "H", "H", "C", "H", "N", "H", "C", "O", "H", "H", "H", "H", "H", "H", "H", "C", "C", "H", "C", "C", "H", "H", "H", "H", "H", "C", "C", "H", "C", "H", "C", "N", "H", "H", "H", "C", "H", "H", "N", "H", "C", "C", "H", "H", "H", "C", "H", "H", "C", "C", "H", "C", "H", "C", "C", "H", "C", "H", "C", "H", "H", "C", "H", "C", "C", "H", "N", "H", "C"], "xyz": [[-2.950, 1.695, 5.496], [-1.521, -4.330, 6.662], [-1.099, 2.480, 0.682], [0.108, 0.278, 2.635], [3.235, -4.605, 5.654], [-1.855, 0.985, 5.016], [-1.088, 1.466, 4.398], [1.880, -7.394, 8.956], [5.681, 1.978, 2.396], [-4.204, -0.890, 2.558], [3.569, 1.540, 2.398], [2.587, 0.515, 2.409], [5.323, -8.134, 3.047], [-0.919, -5.990, 6.387], [2.935, -7.933, 3.421], [2.263, -5.142, 5.685], [1.642, -5.039, 3.615], [5.351, -0.107, 2.686], [1.938, -5.813, 4.344], [3.112, -6.601, 3.810], [-3.204, 1.711, 2.355], [-2.606, -2.775, 1.819], [2.320, -6.152, 6.829], [1.464, 1.343, 0.016], [4.919, 1.203, 2.490], [-1.470, -1.730, 0.933], [5.494, -6.783, 3.392], [-2.672, -1.014, 6.133], [1.076, -6.484, 4.517], [-1.684, -0.397, 5.310], [-4.726, 1.631, 6.727], [-1.381, -5.459, 8.034], [-1.984, -1.875, 1.894], [1.203, 2.700, 1.081], [-0.966, 0.812, 1.982], [7.348, 0.532, 3.016], [-3.681, -0.268, 6.726], [3.078, -7.114, 6.922], [-7.142, 0.727, 2.928], [1.206, -5.991, 9.822], [-3.154, 3.643, 3.335], [-5.261, 2.327, 2.593], [7.241, -0.897, 1.978], [4.488, -4.959, 4.019], [-0.719, -2.481, 6.480], [6.812, -0.406, 2.861], [0.511, -4.673, 7.367], [2.401, -2.808, 3.080], [4.380, -6.015, 3.752], [3.012, -0.830, 2.546], [1.532, -3.380, 8.790], [4.021, 3.559, 2.885], [-3.096, 2.744, 5.211], [-1.606, 3.176, 2.590], [-0.072, -3.962, 9.327], [-4.571, 1.484, 2.538], [0.896, -3.158, 5.362], [3.535, 3.319, 1.216], [3.315, 3.006, 2.247], [0.044, -2.671, 8.120], [-0.923, -5.143, 7.088], [1.198, -4.229, 6.132], [1.586, -3.005, 4.535], [-4.329, -0.746, 7.466], [6.484, -6.317, 3.377], [4.042, -8.708, 3.064], [7.000, -1.047, 3.729], [4.692, -2.161, 2.687], [1.368, -5.793, 7.747], [-6.459, 0.056, 4.423], [-2.864, -0.713, 2.216], [-6.442, -0.023, 3.322], [1.045, -1.718, 2.655], [3.895, -9.756, 2.786], [0.021, -0.726, 3.935], [0.914, 1.663, 0.908], [-2.981, 3.707, 1.578], [-0.853, 0.947, -0.133], [-3.872, 1.070, 6.349], [2.079, -1.994, 2.412], [-1.233, -2.049, 2.678], [4.383, -1.112, 2.664], [2.091, -2.409, 1.387], [1.131, -6.603, 8.918], [0.505, -3.598, 8.468], [6.194, -8.744, 2.797], [-0.567, 1.532, 0.752], [0.131, -7.050, 8.882], [-0.161, -2.272, 5.568], [2.297, 3.313, 2.490], [-2.642, -2.097, 6.303], [-2.352, 0.594, 2.208], [-4.599, -1.908, 2.631], [-0.555, -1.157, 4.830], [-5.054, 0.194, 2.785], [-6.800, -1.031, 3.066], [1.230, 0.814, 2.082], [1.923, -8.342, 3.428], [-2.698, 3.122, 2.471]], "atomic_forces_ev_per_a": [[-0.2, -0.2, 0.3], [0.1, -0.3, 0.1], [0.2, 0.0, 0.0], [0.3, 1.9, -1.6], [-0.6, -0.3, 0.0], [0.5, -0.6, 0.0], [-0.4, -0.1, 0.4], [-0.1, 0.2, -0.1], [-0.3, 0.0, 0.2], [0.2, 0.0, 0.0], [-0.1, -0.6, -0.1], [1.0, -0.3, -0.2], [-0.2, 0.2, 0.3], [0.0, 0.2, 0.2], [0.4, 0.2, 0.2], [0.5, 0.0, 0.4], [0.0, -0.2, 0.3], [-0.4, -0.1, -0.3], [-0.2, 0.0, -0.1], [0.1, -0.2, 0.0], [0.0, -0.6, 0.1], [0.2, 0.1, 0.0], [0.6, -1.0, 0.4], [0.0, -0.1, 0.2], [0.0, -0.6, 0.3], [0.0, -0.1, 0.3], [-0.4, 0.0, -0.2], [0.4, 0.3, 0.0], [0.3, 0.3, -0.3], [-1.3, 0.4, 0.5], [0.3, -0.1, 0.0], [0.1, 0.1, -0.3], [-0.1, -0.5, 0.0], [-0.1, -0.1, 0.0], [1.4, -0.1, -0.4], [0.1, -0.2, 0.0], [-0.1, 0.0, -0.3], [-1.1, 1.4, -0.3], [0.1, -0.3, 0.1], [0.0, -0.1, -0.1], [0.2, -0.3, -0.5], [0.2, -0.1, 0.2], [-0.1, 0.1, 0.2], [0.2, -0.4, -0.1], [0.0, 0.1, -0.4], [0.2, 0.0, -0.1], [-0.2, -0.1, 0.4], [0.1, 0.3, -0.5], [0.1, -0.4, 0.0], [0.6, 0.5, -0.4], [-0.2, 0.0, -0.1], [-0.4, -0.1, -0.2], [0.1, -0.5, 0.2], [-0.4, 0.0, 0.0], [0.2, 0.1, -0.2], [0.2, -0.4, 0.4], [0.6, -1.1, 0.8], [-0.2, 0.0, 0.2], [0.0, 0.6, -0.1], [0.1, -0.2, 0.2], [0.1, -0.2, -0.2], [-0.4, 1.8, -1.5], [-0.3, -0.1, 0.3], [0.0, 0.2, -0.5], [-0.4, -0.3, 0.0], [0.1, 0.3, -0.2], [-0.1, 0.1, -0.2], [-0.1, 0.2, 0.2], [0.4, -0.2, -0.6], [0.1, 0.0, -0.4], [-0.3, 0.7, 0.1], [-0.3, -0.1, -0.1], [0.4, -0.3, -0.2], [0.1, 0.4, 0.1], [-0.8, -0.3, 0.8], [0.9, 0.5, -0.3], [0.2, -0.1, 0.3], [0.0, 0.0, 0.2], [0.5, 0.0, 0.0], [-0.4, -0.5, -0.1], [-0.1, 0.0, -0.3], [-0.4, 0.3, 0.2], [0.0, 0.2, 0.3], [-0.3, 0.1, 0.4], [0.3, 0.0, 0.0], [-0.3, 0.2, 0.0], [-0.9, -0.2, -0.2], [0.2, 0.0, 0.0], [-1.0, 0.4, 0.7], [0.2, 0.0, 0.2], [0.0, 0.5, 0.0], [-0.6, 0.1, -0.1], [0.1, 0.3, 0.0], [1.2, -1.4, 1.4], [0.2, 0.2, -0.2], [0.0, 0.4, 0.1], [-1.2, -0.1, -0.2], [0.4, -0.1, 0.0], [0.0, 0.6, -0.2]]}

---

No. 2
{"formula": "C3H6Cl2", "method": "ωB97M-V/def2-TZVPD", "de_lowest_ev": 1.856, "gap_ev": 11.1, "lumo_ev": 0.7, "homo_ha": -0.3808, "total_charge": 0, "smiles": "C[C@@H](Cl)CCl", "elements": ["Cl", "H", "Cl", "H", "H", "C", "C", "H", "H", "H", "C"], "xyz": [[0.072, 2.122, -0.212], [-1.184, -1.169, 0.642], [-2.560, 0.625, -0.488], [1.300, -1.373, -0.192], [0.768, -0.604, -1.932], [-1.079, -0.041, 0.502], [1.101, -0.486, -0.763], [-1.539, 0.373, 1.615], [0.731, 0.355, 1.291], [2.135, -0.145, -0.693], [0.254, 0.343, 0.230]], "atomic_forces_ev_per_a": [[1.2, -0.2, 0.0], [-0.1, 1.4, -0.7], [1.4, -1.2, 0.2], [-0.7, -1.4, -0.4], [0.6, 0.2, 3.4], [-6.5, -1.5, 4.4], [-0.1, 0.7, -1.1], [1.9, -1.0, -3.1], [-0.3, -0.1, -2.0], [-0.1, 0.8, -0.7], [2.6, 2.2, 0.0]]}